Formula: CH4N2
Source: the OMol25 dataset
Level of theory: wB97M-V/def2-TZVPD

CARTESIAN COORDINATES (ANGSTROEM)
C  -0.346  -0.158  -0.414
N  -0.032  0.648  0.618
H  0.861  0.625  1.051
N  0.428  -0.848  -1.230
H  1.355  -0.797  -0.692
H  -0.906  0.747  1.350
H  -1.361  -0.216  -0.684

molar mass = 44.06 g mol⁻¹
frontier orbital gap = 10.24 eV
SMILES string = [H]/N=C\N
DFT total energy = -4081.1693 eV